No. 1
Here is a cluster of 14 separate species, C14H56N22O14 in total from the Open Molecules 2025 dataset. Energies are from ωB97M-V/def2-TZVPD.

Last column: Löwdin charge in e.
Atoms and positions in Å:
C1 -3.47705 -2.47281 1.97936  -0.20
O1 -4.36224 -2.16031 2.98009  -0.10
H1 -2.52984 -1.93429 2.00909  0.06
H2 -3.14497 -3.50940 1.92200  0.07
H3 -3.91484 -2.21075 1.01615  0.07
H4 -4.03283 -2.44993 3.83404  0.08
C2 -1.36103 1.51196 -3.42076  -0.15
O2 -1.78238 0.52626 -4.36692  -0.13
H5 -0.51683 2.09948 -3.78167  0.08
H6 -2.15967 2.20092 -3.14577  0.06
H7 -1.06034 0.96596 -2.52657  0.06
H8 -1.08917 -0.13622 -4.41378  0.06
C3 0.75865 -3.07099 2.80876  -0.17
O3 1.07688 -3.97966 3.83897  -0.11
H9 0.25210 -2.21902 3.26224  0.06
H10 1.62631 -2.61820 2.32891  0.08
H11 0.07139 -3.41490 2.03579  0.06
H12 1.08755 -4.88506 3.52001  0.05
C4 0.70162 4.17291 -1.88448  -0.76
O4 1.29350 3.32344 -2.56530  0.01
N1 -0.30371 3.90688 -1.15457  0.19
N2 0.96744 5.45884 -1.87602  0.17
H13 -0.60194 2.94841 -1.04277  0.07
H14 -0.64226 4.73015 -0.67738  0.11
H15 1.69035 5.82034 -2.48166  0.13
H16 0.31943 6.06813 -1.39753  0.10
C5 4.29371 0.88112 -3.11134  -0.71
O5 4.99898 1.74194 -3.66283  -0.03
N3 3.04351 1.17392 -2.63241  0.17
N4 4.57691 -0.40897 -3.07970  0.16
H17 2.65701 2.10700 -2.62340  0.05
H18 2.74481 0.38314 -2.07965  0.07
H19 4.06365 -1.11904 -2.57724  0.09
H20 5.56784 -0.56678 -3.19472  0.11
C6 -1.18262 -5.60030 0.74588  -0.89
O6 -2.28028 -5.40860 0.30576  0.05
N5 -0.08685 -5.45364 0.13468  0.19
N6 -0.96880 -6.20072 1.84231  0.16
H21 -0.15287 -4.83184 -0.65848  0.04
H22 0.77681 -5.66087 0.61554  0.12
H23 -0.05980 -6.53046 2.13403  0.11
H24 -1.80724 -6.40369 2.36759  0.13
C7 -3.78737 3.16503 -0.03816  -0.74
O7 -2.77721 2.50027 -0.17844  -0.01
N7 -4.05442 4.24971 -0.70236  0.19
N8 -4.76972 2.90072 0.80835  0.19
H25 -3.50780 4.34507 -1.54629  0.12
H26 -4.88134 4.80932 -0.55022  0.12
H27 -4.92444 2.07720 1.37224  0.12
H28 -5.60794 3.46382 0.82874  0.11
C8 2.97807 0.40541 3.62124  -0.69
O8 4.08181 0.75250 3.15638  -0.03
N9 2.72519 -0.09162 4.86835  0.17
N10 1.90713 0.55268 2.94761  0.21
H29 1.75223 -0.03471 5.13331  0.10
H30 3.44078 -0.12005 5.58057  0.11
H31 1.91876 1.11182 2.10659  0.08
H32 1.02911 0.26897 3.35832  0.11
C9 5.09255 -1.47538 0.36699  -0.79
O9 5.00466 -2.34740 -0.45804  0.02
N11 4.08552 -0.78269 0.85534  0.18
N12 6.21987 -1.12916 0.92806  0.16
H33 4.02583 -0.12469 1.61925  0.03
H34 3.20569 -0.80810 0.36000  0.04
H35 7.08915 -1.60907 0.74326  0.11
H36 6.14912 -0.47649 1.69561  0.10
C10 -0.64536 -3.73829 -2.96593  -0.75
O10 -0.03887 -3.87063 -1.94819  0.04
N13 -0.62459 -4.62497 -3.89986  0.19
N14 -1.36409 -2.66299 -3.22982  0.20
H37 -0.08198 -5.46621 -3.76580  0.13
H38 -1.02122 -4.35996 -4.79012  0.11
H39 -1.48715 -1.90367 -2.57530  0.08
H40 -1.83205 -2.60305 -4.12285  0.11
C11 -4.02786 -0.53332 -1.91131  -0.80
O11 -3.09877 -0.68173 -1.14290  0.02
N15 -4.37386 0.54394 -2.45735  0.20
N16 -4.86270 -1.45741 -2.21787  0.19
H41 -4.87713 0.50708 -3.33225  0.13
H42 -3.92685 1.40482 -2.17598  0.09
H43 -5.64795 -1.28338 -2.82875  0.12
H44 -4.77753 -2.38249 -1.82154  0.13
C12 0.43035 -0.48584 -0.43357  -0.76
O12 1.60803 -0.82880 -0.25355  0.00
N17 -0.60421 -1.19974 -0.41386  0.21
N18 0.17077 0.76817 -0.45073  0.18
H45 -1.50327 -0.74096 -0.45016  0.06
H46 -0.39624 -2.18149 -0.29972  0.12
H47 -0.71610 1.15764 -0.16460  0.08
H48 0.97881 1.35615 -0.30423  0.06
C13 -1.64085 2.23926 3.30265  -0.77
O13 -1.03499 2.28154 4.32254  0.07
N19 -1.30511 2.92765 2.22746  0.15
N20 -2.65382 1.47394 2.91024  0.17
H49 -1.86196 2.92131 1.38487  0.04
H50 -0.77115 3.76948 2.38968  0.11
H51 -3.02292 0.70579 3.45229  0.11
H52 -2.70336 1.49321 1.90164  0.07
C14 2.99070 3.24243 0.81650  -0.66
O14 2.25365 2.27547 0.58822  -0.02
N21 4.28490 3.14636 1.11150  0.20
N22 2.53602 4.48311 0.82756  0.17
H53 4.94000 3.90037 1.26123  0.12
H54 4.58073 2.18778 1.22858  0.10
H55 1.54322 4.66359 0.78417  0.09
H56 3.13864 5.17836 1.24418  0.11

Its HOMO energy is -7.91 eV. For the calculated total energy, the calculation gives -76879.8141 eV. As for the relative energy (zero: lowest compared OMol25 entry of this formula, charge and spin): 0.0 kJ/mol. The value obtained for the LUMO energy is -0.50 eV.



No. 2
Here is a cluster of 14 separate species, C14H56N28O14 in total from the Open Molecules 2025 dataset. Energies are from ωB97M-V/def2-TZVPD.

Last column: Löwdin charge in e.
Atoms and positions in Å:
C1 -3.62135 1.70255 2.36383  -0.78
O1 -4.02086 0.83601 3.06636  0.07
N1 -2.98792 1.44834 1.17310  0.15
N2 -3.73340 2.97872 2.49590  0.17
H1 -3.15158 0.57733 0.68870  0.06
H2 -2.82829 2.28442 0.62941  0.03
H3 -4.28207 3.33206 3.26675  0.12
H4 -3.35987 3.56689 1.76472  0.08
C2 -1.35903 -5.43430 0.81569  -0.76
O2 -0.61441 -6.46505 0.95434  -0.01
N3 -1.02523 -4.33843 1.31236  0.16
N4 -2.33230 -5.26567 -0.01113  0.16
H5 -0.09190 -4.09288 1.61019  0.08
H6 -1.69445 -3.58357 1.26289  0.10
H7 -2.90530 -4.43784 0.06922  0.08
H8 -2.62886 -6.13644 -0.42814  0.13
C3 -3.53723 -1.41312 -1.45022  -0.77
O3 -2.89040 -0.38386 -1.18989  -0.02
N5 -3.88651 -1.87532 -2.60998  0.20
N6 -3.80721 -2.29420 -0.63056  0.19
H9 -4.03651 -2.87304 -2.65635  0.12
H10 -3.91581 -1.37183 -3.48504  0.13
H11 -3.48602 -1.99985 0.28064  0.14
H12 -4.56592 -2.95634 -0.70826  0.15
C4 4.54039 -0.57378 -0.43037  -0.86
O4 4.32751 -0.96353 -1.56227  0.01
N7 4.89367 0.58567 -0.07489  0.21
N8 4.52060 -1.42093 0.52649  0.18
H13 5.01081 1.26992 -0.80849  0.06
H14 5.09932 0.88904 0.86627  0.11
H15 4.37501 -2.39755 0.31408  0.09
H16 4.76121 -1.17944 1.47722  0.06
C5 0.11858 1.58117 -3.97146  -0.82
O5 0.22564 2.43474 -3.14344  0.05
N9 0.54579 1.70353 -5.19050  0.16
N10 -0.24448 0.35012 -3.75909  0.19
H17 0.54740 0.98107 -5.89629  0.12
H18 1.00912 2.59531 -5.29125  0.11
H19 -0.08215 -0.40546 -4.40936  0.12
H20 -0.68289 0.21081 -2.85993  0.08
C6 4.52146 2.71803 -3.09659  -0.70
O6 5.35855 2.44290 -2.21283  0.00
N11 3.34459 2.12815 -3.29252  0.19
N12 4.72116 3.67466 -3.95671  0.16
H21 2.81933 2.43009 -4.10063  0.07
H22 3.01510 1.35322 -2.73484  0.11
H23 5.61791 4.12333 -3.83570  0.12
H24 4.16141 3.86266 -4.77613  0.11
C7 0.66967 -3.79422 -2.44583  -0.83
O7 0.78624 -4.82910 -3.05860  0.04
N13 -0.31821 -3.48289 -1.73067  0.21
N14 1.65013 -2.89859 -2.53510  0.16
H25 -0.97527 -4.24814 -1.67815  0.10
H26 -0.49002 -2.69802 -1.11866  0.08
H27 2.41841 -3.01935 -3.17951  0.11
H28 1.83080 -2.13933 -1.89402  0.07
C8 -0.72303 -1.35205 4.26064  -0.83
O8 -0.55747 -1.27822 5.44394  0.05
N15 -0.94393 -2.43909 3.58274  0.19
N16 -0.91137 -0.27930 3.56637  0.18
H29 -0.94759 -2.46238 2.57302  0.05
H30 -0.95167 -3.32941 4.05958  0.13
H31 -0.94506 0.68372 3.86896  0.12
H32 -0.79421 -0.46063 2.57971  0.08
C9 -6.17064 1.22606 -0.89434  -0.77
O9 -6.43330 0.03149 -0.66106  0.01
N17 -5.00666 1.77689 -1.25093  0.17
N18 -6.98134 2.13211 -0.62959  0.16
H33 -4.17570 1.20294 -1.26497  0.06
H34 -4.84335 2.76170 -1.40447  0.10
H35 -7.92110 1.80596 -0.45473  0.14
H36 -6.76804 2.97374 -1.14560  0.12
C10 2.35480 -3.68971 1.79891  -0.78
O10 2.12340 -3.48574 2.95580  0.06
N19 3.44823 -4.23395 1.45276  0.17
N20 1.62347 -3.34292 0.72423  0.18
H37 3.72538 -4.35551 0.48917  0.12
H38 4.14700 -4.03642 2.15476  0.13
H39 0.70844 -2.92025 0.78885  0.05
H40 1.98973 -3.58514 -0.18532  0.09
C11 -1.86383 4.91561 -0.39764  -0.94
O11 -2.23321 3.87435 -0.28427  0.13
N21 -2.41943 5.93709 0.06460  0.19
N22 -0.75126 5.23782 -0.94854  0.21
H41 -2.02551 6.86122 -0.03983  0.12
H42 -3.40548 5.85331 0.26657  0.13
H43 -0.50244 6.20433 -0.79344  0.12
H44 -0.10498 4.48676 -1.14433  0.11
C12 3.31477 -0.44804 3.53301  -0.73
O12 4.43499 -0.41810 3.01265  -0.02
N23 2.22933 0.16481 3.18176  0.20
N24 3.09478 -1.21627 4.57891  0.17
H45 2.24373 0.83839 2.42931  0.07
H46 1.46057 -0.05506 3.79882  0.09
H47 3.87301 -1.84995 4.69251  0.12
H48 2.18387 -1.64422 4.66376  0.09
C13 0.12384 -0.26589 -0.09493  -0.72
O13 -0.48946 -1.21626 0.40792  -0.04
N25 1.37355 -0.18138 0.08027  0.23
N26 -0.45570 0.81758 -0.60527  0.20
H49 1.98316 0.60610 -0.08812  0.10
H50 1.86297 -0.86289 0.64251  0.09
H51 0.02763 1.53564 -1.12573  0.08
H52 -1.46223 0.75512 -0.66110  0.06
C14 2.04326 3.10364 1.26289  -0.78
O14 2.32157 3.00468 0.10200  0.04
N27 2.88267 2.75003 2.14039  0.17
N28 0.74799 3.17370 1.68928  0.18
H53 3.82081 2.62140 1.78902  0.13
H54 2.74862 3.04783 3.09613  0.14
H55 0.04970 3.00967 0.97823  0.07
H56 0.51199 2.92609 2.63959  0.10

Its HOMO energy is -9.18 eV. For the calculated total energy, the calculation gives -85821.6695 eV. As for the relative energy (zero: lowest compared OMol25 entry of this formula, charge and spin): 1045.9 kJ/mol. The value obtained for the LUMO energy is -0.11 eV.



What is the formula in the first record? C14H56N22O14